[1]
This record from the OMol25 dataset describes a cluster of 2 separate species, C6H16 in total at a distorted geometry. The level of theory is ωB97M-V/def2-TZVPD.

Spin multiplicity: 1
Frontier orbital gap in eV: 12.1
Charge: 0
Energy relative to the best compared isomer or geometry (same formula, charge and spin) in kcal/mol: 17.4
Molar mass in g/mol: 88.19
SMILES: CC(C)C.CC
Highest occupied orbital energy in eV: -10.96
Max |F| in eV/A: 1.64

CARTESIAN COORDINATES (ANGSTROEM)
C1 -1.86872 0.27608 1.28102
C2 -1.80498 -0.17242 -0.17303
C3 -0.29890 -0.29286 -0.51128
C4 -2.50910 -1.51609 -0.42390
H1 -1.22323 -0.34220 1.90810
H2 -2.86217 0.35452 1.72332
H3 -1.48044 1.29698 1.34181
H4 -2.18323 0.60985 -0.83423
H5 0.12840 0.56756 -0.00133
H6 0.19561 -1.14721 -0.04106
H7 -0.03595 -0.31275 -1.56836
H8 -3.28611 -1.66646 0.32905
H9 -2.88090 -1.69943 -1.42000
H10 -1.77527 -2.30778 -0.24178
C5 2.86444 0.43405 0.51261
C6 3.21945 1.20965 -0.77034
H11 3.34064 0.75642 1.44047
H12 1.85637 0.63675 0.87222
H13 2.96814 -0.61713 0.25989
H14 3.35022 0.54581 -1.61526
H15 2.39832 1.90323 -0.97510
H16 4.04636 1.90889 -0.64453

***

[2]
This record from the OMol25 dataset describes a cluster of 2 separate species, C6H16 in total at a distorted geometry. The level of theory is ωB97M-V/def2-TZVPD.

Spin multiplicity: 1
Frontier orbital gap in eV: 12.2
Charge: 0
Energy relative to the best compared isomer or geometry (same formula, charge and spin) in kcal/mol: 31.4
Molar mass in g/mol: 88.19
SMILES: CCC.CCC
Highest occupied orbital energy in eV: -11.13
Max |F| in eV/A: 3.93

CARTESIAN COORDINATES (ANGSTROEM)
C1 -2.47642 1.44801 0.96334
C2 -1.88764 0.48234 -0.08372
C3 -3.09588 0.11212 -0.99471
H1 -3.00385 0.95012 1.77992
H2 -2.98982 2.18709 0.41821
H3 -1.54166 1.98029 1.30502
H4 -1.28701 1.12836 -0.75651
H5 -1.30396 -0.47350 0.20397
H6 -3.43038 0.93964 -1.45103
H7 -2.93886 -0.54456 -1.81310
H8 -3.95762 -0.28539 -0.46971
C4 3.13301 0.26365 0.71975
C5 2.30964 -0.42607 -0.41759
C6 2.07484 -1.87434 -0.18723
H9 3.99627 -0.40288 0.93525
H10 2.43382 0.25492 1.53832
H11 3.53634 1.21393 0.57523
H12 1.28364 0.00601 -0.62253
H13 2.92725 -0.32354 -1.34402
H14 2.85386 -2.47548 -0.46178
H15 1.85037 -1.96245 0.88890
H16 1.22635 -2.22675 -0.72514

***

[3]
This record from the OMol25 dataset describes a cluster of 2 separate species, C6H16 in total at a distorted geometry. The level of theory is ωB97M-V/def2-TZVPD.

Spin multiplicity: 1
Frontier orbital gap in eV: 12.3
Charge: 0
Energy relative to the best compared isomer or geometry (same formula, charge and spin) in kcal/mol: 11.7
Molar mass in g/mol: 88.19
SMILES: CC(C)C.CC
Highest occupied orbital energy in eV: -11.17
Max |F| in eV/A: 1.20

CARTESIAN COORDINATES (ANGSTROEM)
C1 -1.78563 -0.23863 -2.16472
C2 -0.86391 -0.40493 -0.93021
C3 -1.08145 -1.81149 -0.34708
C4 0.62885 -0.26943 -1.31359
H1 -2.27437 -1.17344 -2.43075
H2 -1.13487 0.01172 -3.00557
H3 -2.51308 0.56146 -2.04784
H4 -1.03562 0.33585 -0.15013
H5 -0.65511 -2.56222 -1.00961
H6 -0.56355 -1.94070 0.60583
H7 -2.13948 -2.06696 -0.27366
H8 0.69379 0.46303 -2.12143
H9 1.24623 0.02271 -0.47276
H10 1.02283 -1.19960 -1.72840
C5 1.39072 2.04977 2.18238
C6 1.23357 0.52823 2.13460
H11 0.97199 2.47241 3.09267
H12 2.44000 2.33594 2.12384
H13 0.92394 2.56059 1.33753
H14 0.51140 0.15516 1.41604
H15 0.81995 0.19420 3.09178
H16 2.16382 -0.02367 2.01108

***

[4]
This record from the OMol25 dataset describes a cluster of 2 separate species, C6H16 in total at a distorted geometry. The level of theory is ωB97M-V/def2-TZVPD.

Spin multiplicity: 1
Frontier orbital gap in eV: 12.1
Charge: 0
Energy relative to the best compared isomer or geometry (same formula, charge and spin) in kcal/mol: 16.9
Molar mass in g/mol: 88.19
SMILES: CCC.CCC
Highest occupied orbital energy in eV: -10.96
Max |F| in eV/A: 1.89

CARTESIAN COORDINATES (ANGSTROEM)
C1 0.81211 -1.25586 2.09048
C2 1.08294 -1.26130 0.58798
C3 0.20787 -2.15773 -0.29545
H1 0.84869 -2.27354 2.48242
H2 1.35445 -0.55413 2.72674
H3 -0.23144 -0.97569 2.27190
H4 0.97346 -0.22586 0.29157
H5 2.15473 -1.40825 0.37052
H6 -0.83215 -1.83980 -0.41171
H7 0.62219 -2.16084 -1.29848
H8 0.12441 -3.16020 0.13989
C4 0.58963 1.70940 -1.27941
C5 -0.77013 2.07675 -0.74060
C6 -1.87773 1.02156 -0.45928
H9 1.40952 2.05116 -0.62649
H10 0.89459 2.13512 -2.22793
H11 0.73408 0.63320 -1.40378
H12 -0.59765 2.48706 0.27663
H13 -1.21167 2.83348 -1.37474
H14 -2.11765 0.42766 -1.34878
H15 -1.48246 0.30027 0.26170
H16 -2.68779 1.59754 -0.03318

***

[5]
This record from the OMol25 dataset describes a cluster of 2 separate species, C6H16 in total at a distorted geometry. The level of theory is ωB97M-V/def2-TZVPD.

Spin multiplicity: 1
Frontier orbital gap in eV: 11.7
Charge: 0
Energy relative to the best compared isomer or geometry (same formula, charge and spin) in kcal/mol: 47.1
Molar mass in g/mol: 88.19
SMILES: CCC.CCC
Highest occupied orbital energy in eV: -10.58
Max |F| in eV/A: 4.31

CARTESIAN COORDINATES (ANGSTROEM)
C1 -0.44992 2.73314 -0.47700
C2 -1.31250 1.49308 -0.41240
C3 -1.86518 1.25306 -1.72559
H1 0.65740 2.55005 -0.63524
H2 -0.65712 3.51573 -1.19436
H3 -0.44921 3.19455 0.48638
H4 -2.07406 1.63537 0.33719
H5 -0.92199 0.56055 0.00933
H6 -1.63156 0.18602 -2.04710
H7 -1.51140 1.97610 -2.48974
H8 -2.91804 1.18525 -1.71426
C4 0.96772 -2.92171 0.16632
C5 0.90663 -1.46843 0.56945
C6 1.56398 -1.07534 1.87408
H9 0.26158 -3.20840 -0.51522
H10 0.86110 -3.69217 1.03812
H11 1.80835 -3.36189 -0.22283
H12 1.57201 -0.70898 -0.21045
H13 -0.09843 -1.07114 0.49371
H14 1.25385 -1.61381 2.69561
H15 2.68973 -1.13790 1.86671
H16 1.34704 -0.02314 2.10727

***

[6]
This record from the OMol25 dataset describes a cluster of 2 separate species, C6H16 in total at a distorted geometry. The level of theory is ωB97M-V/def2-TZVPD.

Spin multiplicity: 1
Frontier orbital gap in eV: 11.9
Charge: 0
Energy relative to the best compared isomer or geometry (same formula, charge and spin) in kcal/mol: 25.8
Molar mass in g/mol: 88.19
SMILES: CC(C)C.CC
Highest occupied orbital energy in eV: -10.80
Max |F| in eV/A: 2.22

CARTESIAN COORDINATES (ANGSTROEM)
C1 0.11105 1.28955 2.99513
C2 -0.14557 0.50495 1.67082
C3 1.00370 0.52891 0.62724
C4 -0.46800 -0.96539 2.08040
H1 -0.59187 0.92939 3.72347
H2 -0.04799 2.35496 2.92221
H3 1.20791 1.23464 3.16208
H4 -1.00156 0.99613 1.19287
H5 1.35427 1.54415 0.55362
H6 1.72837 -0.21242 0.90936
H7 0.50441 0.33576 -0.31428
H8 -1.49880 -1.12144 1.76016
H9 0.25840 -1.69478 1.73980
H10 -0.29887 -1.09097 3.14899
C5 0.25074 -0.53919 -2.72600
C6 -0.82276 -0.65830 -3.79234
H11 0.43107 -1.42530 -2.09348
H12 1.24777 -0.50905 -3.21973
H13 0.07104 0.31467 -2.10803
H14 -0.91812 -1.67155 -4.17689
H15 -0.60033 0.08635 -4.57600
H16 -1.77485 -0.23106 -3.47940

***

[7]
This record from the OMol25 dataset describes a cluster of 2 separate species, C6H16 in total at a distorted geometry. The level of theory is ωB97M-V/def2-TZVPD.

Spin multiplicity: 1
Frontier orbital gap in eV: 11.8
Charge: 0
Energy relative to the best compared isomer or geometry (same formula, charge and spin) in kcal/mol: 72.7
Molar mass in g/mol: 88.19
SMILES: CCC.CCC
Highest occupied orbital energy in eV: -10.71
Max |F| in eV/A: 6.00

CARTESIAN COORDINATES (ANGSTROEM)
C1 -0.97106 1.22454 -1.22347
C2 0.20989 1.45339 -0.21437
C3 0.71300 2.72355 -0.78848
H1 -1.55414 0.24334 -0.94620
H2 -0.56433 0.83376 -2.27832
H3 -1.68249 2.12139 -1.25578
H4 -0.11606 1.28496 0.79004
H5 1.02963 0.61421 -0.31602
H6 0.86940 3.60651 -0.19389
H7 1.80235 2.49502 -1.33041
H8 0.12868 3.02828 -1.55788
C4 -0.44098 -1.13348 1.98669
C5 -0.50206 -2.19467 0.69320
C6 0.87619 -2.17748 -0.11253
H9 -0.54603 -0.13357 1.61500
H10 0.48985 -1.23992 2.50617
H11 -1.27760 -1.11741 2.54711
H12 -0.81844 -3.20088 1.15468
H13 -1.40999 -1.91435 0.21356
H14 0.67995 -1.60074 -1.10745
H15 1.78644 -1.73333 0.44291
H16 1.29781 -3.18311 -0.62456

***

[8]
This record from the OMol25 dataset describes a cluster of 2 separate species, C6H16 in total at a distorted geometry. The level of theory is ωB97M-V/def2-TZVPD.

Spin multiplicity: 1
Frontier orbital gap in eV: 12.0
Charge: 0
Energy relative to the best compared isomer or geometry (same formula, charge and spin) in kcal/mol: 44.8
Molar mass in g/mol: 88.19
SMILES: CCC.CCC
Highest occupied orbital energy in eV: -10.87
Max |F| in eV/A: 5.07

CARTESIAN COORDINATES (ANGSTROEM)
C1 1.60337 0.11841 -0.40057
C2 2.68329 -0.03019 0.68924
C3 2.45441 1.24474 1.64518
H1 0.69293 -0.35024 -0.13488
H2 1.95450 -0.25372 -1.41053
H3 1.26634 1.08624 -0.43924
H4 2.77119 -1.00642 1.39414
H5 3.66611 0.08192 0.30810
H6 3.02449 1.20790 2.54001
H7 2.61988 2.07589 1.03485
H8 1.47764 1.35249 2.07850
C4 -2.35352 0.09973 -1.86813
C5 -2.63717 -0.72581 -0.64055
C6 -1.53622 -0.88860 0.49871
H9 -1.97571 1.04057 -1.55037
H10 -1.62889 -0.30756 -2.58424
H11 -3.23428 0.32310 -2.47535
H12 -3.59657 -0.41671 -0.19044
H13 -2.91304 -1.83782 -0.94284
H14 -1.65861 -0.06004 1.26466
H15 -2.09069 -1.66200 1.09672
H16 -0.58945 -1.09190 0.08704

***

[9]
This record from the OMol25 dataset describes a cluster of 2 separate species, C6H16 in total at a distorted geometry. The level of theory is ωB97M-V/def2-TZVPD.

⟨S²⟩: 0.753
Spin multiplicity: 2
Frontier orbital gap (alpha / beta) in eV: 12.3 / 5.2
Charge: +1
Energy relative to the best compared isomer or geometry (same formula, charge and spin) in kcal/mol: 2.5
Molar mass in g/mol: 88.19
Highest occupied orbital energy (alpha / beta) in eV: -15.12 / -15.11
Max |F| in eV/A: 2.01

CARTESIAN COORDINATES (ANGSTROEM)
C1 -0.61370 -0.27512 -0.94470
C2 -1.31676 0.04981 -2.28652
C3 -1.37742 -1.08017 0.03487
C4 0.58780 -1.27372 -1.45200
H1 -0.26022 0.64144 -0.48264
H2 -0.92030 0.98365 -2.68092
H3 -2.39619 0.11038 -2.09420
H4 -1.95311 -1.90707 -0.36686
H5 -0.76075 -1.46823 0.86793
H6 -1.93930 -0.34825 0.65080
H7 1.23473 -0.54174 -1.94624
H8 1.06195 -1.71418 -0.57611
H9 0.27918 -2.06054 -2.12488
H10 -1.21061 -0.70823 -3.05690
C5 1.39390 1.64427 1.44412
C6 0.98999 0.74230 2.62783
H11 1.79805 2.58605 1.82458
H12 2.21054 1.14583 0.91386
H13 0.54211 1.90346 0.80834
H14 0.52104 1.33552 3.40982
H15 1.87488 0.26226 3.04460
H16 0.25418 -0.02772 2.38525

***

[10]
This record from the OMol25 dataset describes a structure of composition C6H16AlO. The level of theory is ωB97M-V/def2-TZVPD.

Spin multiplicity: 1
Frontier orbital gap in eV: 7.7
Charge: -1
Molar mass in g/mol: 131.17
Highest occupied orbital energy in eV: -4.39
Max |F| in eV/A: 0.54

CARTESIAN COORDINATES (ANGSTROEM)
C1 3.16145 -1.12217 0.43918
O1 3.24612 0.18617 -0.07570
C2 2.09658 0.97919 0.20857
C3 0.80680 0.42108 -0.35469
C4 -0.27746 1.47428 -0.54427
C5 -1.60923 0.78780 -0.87857
C6 -2.38112 0.32833 0.37480
Al1 -2.71044 -1.69414 0.37754
H1 4.16530 -1.53920 0.45102
H2 2.78055 -1.14155 1.46172
H3 2.54188 -1.77271 -0.17435
H4 2.30136 1.95388 -0.22549
H5 2.00728 1.13466 1.28918
H6 1.03524 0.01503 -1.33574
H7 0.39066 -0.35739 0.27604
H8 0.00001 2.15243 -1.35241
H9 -0.40069 2.07923 0.35267
H10 -1.36430 -0.09643 -1.46760
H11 -2.21980 1.41167 -1.52794
H12 -3.34249 0.83593 0.43284
H13 -1.83685 0.61207 1.27863
H14 -3.17345 -2.07459 -1.13820
H15 -1.31958 -2.46575 0.72067
H16 -3.89783 -2.10785 1.41208

***

[11]
This record from the OMol25 dataset describes a structure of composition C6H16F6InN3O11P2S2 at a distorted geometry. The level of theory is ωB97M-V/def2-TZVPD.

Spin multiplicity: 1
Frontier orbital gap in eV: 10.3
Charge: +2
Energy relative to the best compared isomer or geometry (same formula, charge and spin) in kcal/mol: 0.0
Molar mass in g/mol: 661.09
Highest occupied orbital energy in eV: -16.46
Max |F| in eV/A: 1.13

CARTESIAN COORDINATES (ANGSTROEM)
In1 -0.00554 -0.11017 0.84323
C1 1.43892 -3.55476 -1.00764
C2 0.60767 -2.55970 -1.80506
O1 0.37240 -2.93398 -3.16209
P1 1.45208 -0.94133 -1.98786
O2 0.87713 -0.23944 -3.27423
O3 2.98861 -1.14178 -2.18466
O4 1.29454 -0.01188 -0.81261
P2 -0.98621 -2.09753 -1.01350
O5 -1.87236 -3.37428 -1.24053
O6 -0.71378 -1.93770 0.50661
O7 -1.48435 -0.82010 -1.58457
H1 2.23161 -3.95379 -1.63926
H2 0.81600 -4.37553 -0.65220
H3 1.89365 -3.06804 -0.14427
H4 -0.01008 -3.82135 -3.19487
H5 0.44841 -0.83771 -3.91040
H6 3.31676 -1.57995 -2.98568
H7 -2.73722 -3.39438 -0.80285
F1 -0.42353 -2.16879 3.50680
C3 0.89127 -2.37634 3.60593
F2 1.16592 -2.97788 4.72940
F3 1.30836 -3.11599 2.58175
S1 1.74561 -0.72172 3.47699
O8 1.66791 -0.35031 2.02844
O9 3.05143 -0.87224 3.97537
N1 0.85222 0.24575 4.32784
S2 -0.27613 1.17060 3.80767
O10 -1.19018 1.59755 4.78741
O11 -0.91110 0.70074 2.53614
C4 0.55383 2.73027 3.19673
F4 1.27097 2.45445 2.07522
F5 1.32944 3.30201 4.06792
F6 -0.43279 3.56337 2.82516
N2 -2.43658 3.59243 -2.94646
C5 -1.38179 3.40265 -1.89560
C6 -1.59947 2.08741 -1.14158
N3 -0.60188 1.93100 -0.06856
H8 -2.29182 4.46438 -3.46073
H9 -3.36984 3.63007 -2.52996
H10 -2.42579 2.82252 -3.61935
H11 -1.42303 4.25685 -1.22034
H12 -0.41145 3.39116 -2.39084
H13 -1.51220 1.23097 -1.80969
H14 -2.58938 2.05883 -0.68263
H15 -0.81971 2.55580 0.70340
H16 0.33147 2.14786 -0.41400

***

[12]
This record from the OMol25 dataset describes a cluster of 2 separate species, C6H16FN2PS in total at a distorted geometry. The level of theory is ωB97M-V/def2-TZVPD.

Spin multiplicity: 1
Frontier orbital gap in eV: 9.8
Charge: 0
Molar mass in g/mol: 198.25
SMILES: CC(C)N=P(=S)NC(C)C.F
Highest occupied orbital energy in eV: -9.62
Max |F| in eV/A: 1.56

CARTESIAN COORDINATES (ANGSTROEM)
C1 1.38564 -1.65237 -3.20724
C2 0.18327 -1.46688 -2.28789
C3 -0.84238 -0.51115 -2.89371
N1 0.65515 -0.90149 -1.04821
P1 -0.01636 -1.26794 0.31776
S1 -1.36268 -2.57186 0.79737
N2 0.76440 -0.43563 1.49289
C4 0.06347 -0.06334 2.71035
C5 -0.91904 1.06555 2.41510
C6 1.08792 0.33855 3.76103
H1 1.05571 -1.96197 -4.19750
H2 1.93869 -0.71673 -3.28993
H3 2.05333 -2.41789 -2.80967
H4 -0.30086 -2.43938 -2.11801
H5 -1.67334 -0.37861 -2.20137
H6 -1.22689 -0.91010 -3.82788
H7 -0.38682 0.45775 -3.08304
H8 1.38820 0.27876 1.13396
H9 -0.48858 -0.94973 3.04386
H10 -1.50788 1.30706 3.29502
H11 -0.38235 1.95804 2.09543
H12 -1.59365 0.75984 1.61385
H13 0.58658 0.61394 4.68422
H14 1.66638 1.19281 3.41221
H15 1.76834 -0.48403 3.96375
F1 1.61442 1.40310 -0.71343
H16 1.29042 0.51014 -0.96735

***

Question: What is the formula in the eleventh record?
Answer: C6H16F6InN3O11P2S2

***

Question: The highest charge belongs to which entry?
Answer: C6H16F6InN3O11P2S2

***

Question: molar mass of number 11 (C6H16F6InN3O11P2S2)?
Answer: 661.09 g/mol